Entry 1:
ORCA calculation (the ωB97M-V functional and the def2-TZVPD basis) on C18H28As2B2F4N4O4S4SbTl as an isolated structure.

Properties
E_LUMO = 4.23 eV
charge = -2
HOMO energy = -2.258 eV

```
68
C18H28As2B2F4N4O4S4SbTl | the Open Molecules 2025 dataset | the ωB97M-V functional and the def2-TZVPD basis
Tl -0.4965 0.9127 0.4576
C -3.0936 4.5465 1.3921
C -1.8822 3.6654 1.2863
N -1.3643 3.2831 0.1798
O -1.8478 3.8015 -0.9622
B -1.3481 3.3660 -2.2974
F -2.3141 2.5437 -2.8941
F -1.2467 4.5503 -3.0511
O -0.0259 2.6654 -2.4576
N 0.6751 2.3074 -1.3667
C 1.8858 1.9254 -1.5242
C 2.5496 1.8020 -2.8657
C 2.6013 1.5245 -0.2874
N 1.9370 1.6358 0.7959
O 2.4953 1.1832 1.9508
B 2.0825 1.9407 3.1761
F 2.7633 3.1766 3.1817
F 2.5135 1.1699 4.2562
O 0.6295 2.1931 3.4130
N -0.0834 2.5984 2.3389
C -1.1963 3.2028 2.5221
C -1.7906 3.4712 3.8744
C 4.0205 1.0373 -0.3532
H -3.4264 4.8020 0.3893
H -2.8826 5.4598 1.9510
H -3.8901 4.0070 1.9081
H 1.8910 2.2430 -3.6104
H 2.6780 0.7420 -3.1014
H 3.5241 2.2908 -2.8885
H -1.1395 3.0314 4.6255
H -2.7791 3.0127 3.9399
H -1.8906 4.5409 4.0650
H 4.1774 0.3990 -1.2218
H 4.2317 0.4777 0.5553
H 4.7032 1.8885 -0.4124
C 0.3014 -1.7212 -4.0995
As 0.0177 -1.0868 -2.2271
C -1.8983 -0.7572 -2.4564
C -0.0860 -2.9077 -1.4262
C -0.9529 -3.8252 -2.0191
C -1.1219 -5.1039 -1.5204
C -0.4027 -5.5006 -0.4047
C 0.4713 -4.6094 0.1870
C 0.6481 -3.3141 -0.2969
As 1.8488 -2.0861 0.6686
C 3.3977 -3.3194 0.8983
C 1.1498 -2.3712 2.4760
H -0.4620 -2.4319 -4.4171
H 1.2834 -2.1877 -4.1916
H 0.2663 -0.8521 -4.7584
H -2.4378 -1.6589 -2.7445
H -2.0400 0.0142 -3.2136
H -2.3308 -0.3825 -1.5296
H -1.5376 -3.5283 -2.8820
H -1.8284 -5.7818 -1.9842
H -0.5368 -6.4944 0.0062
H 1.0225 -4.9271 1.0656
H 3.1042 -4.3001 1.2743
H 4.0636 -2.8489 1.6237
H 3.9342 -3.4415 -0.0433
H 1.1492 -3.4248 2.7601
H 0.1314 -1.9931 2.5548
H 1.7736 -1.8070 3.1703
S -4.0290 -3.5224 1.5767
Sb -5.5460 -1.4801 1.9316
S -3.1396 -0.5051 2.0861
S -2.5032 -2.2131 1.0981
S -6.3709 -1.0284 -0.1278
```

Results of the natural (NBO) charge analysis, in e, for atoms 1 through 6: Tl 0.635; C -0.677; C 0.168; N -0.131; O -0.554; B 1.273


Entry 2:
ORCA calculation (the ωB97M-V functional and the def2-TZVPD basis) on C18H28B2F4N6O4Se4Sr as an isolated structure at a distorted geometry.

Properties
E_LUMO = 4.34 eV
charge = -2
HOMO energy = -1.039 eV

```
67
C18H28B2F4N6O4Se4Sr | the Open Molecules 2025 dataset | the ωB97M-V functional and the def2-TZVPD basis
Sr 1.6584 -0.5857 0.2670
C 0.8033 -3.2497 3.8985
C 0.5969 -2.0761 2.9929
N 1.4169 -1.1037 2.8733
O 2.5439 -1.1435 3.6217
B 3.0885 0.2274 3.9012
F 2.0819 0.9838 4.5334
F 4.1870 0.0387 4.7208
O 3.5867 0.9927 2.7137
N 2.6190 1.2370 1.7724
C 2.0087 2.3548 1.8364
C 2.3510 3.4383 2.8118
C 0.7976 2.5083 0.9435
N 0.5799 1.6663 0.0172
O -1.7427 1.5215 0.3588
B -2.5132 0.3518 0.7734
F -3.7145 0.2512 0.0506
F -2.7802 0.4789 2.1458
O -1.8408 -0.9857 0.5160
N -0.6687 -1.1417 1.2218
C -0.6768 -1.9464 2.2082
C -1.8857 -2.7048 2.6590
C -0.1294 3.6367 1.3222
H 1.7721 -3.1631 4.3816
H 0.7716 -4.1766 3.3215
H 0.0231 -3.3001 4.6607
H 3.2078 3.1321 3.4018
H 1.5173 3.6373 3.4837
H 2.5789 4.3616 2.2725
H -2.7315 -2.4337 2.0343
H -2.1097 -2.4635 3.6997
H -1.7066 -3.7813 2.5989
H 0.3922 4.5899 1.2016
H -0.4222 3.5470 2.3700
H -1.0351 3.6177 0.7314
Se 3.2087 -3.3051 -0.2298
Se 3.7244 -2.6676 -2.4327
Se 3.5735 -0.2782 -2.3752
Se 3.0120 0.3451 -4.5507
C 0.0602 3.4896 -2.0355
C -0.9563 2.3513 -1.8858
C -0.7966 1.4634 -3.1234
C -2.3751 2.9202 -1.8638
C -0.7455 1.4384 -0.6054
H -0.1890 4.0504 -2.9410
H 1.0738 3.1034 -2.1587
H 0.0595 4.1914 -1.2040
H -1.0155 2.0297 -4.0338
H -1.4816 0.6131 -3.0826
H 0.2248 1.0858 -3.2221
H -2.5444 3.5074 -2.7719
H -2.5338 3.5601 -0.9950
H -3.1181 2.1238 -1.8152
H -0.7343 0.4145 -1.0072
N -2.2983 -3.9456 -4.4322
C -1.4235 -3.3230 -3.5360
C -0.5109 -2.3681 -3.9630
C 0.3363 -1.7837 -3.0376
N 0.3346 -2.0933 -1.7398
C -0.5163 -3.0400 -1.3479
C -1.4072 -3.6760 -2.1891
H -2.4832 -3.4001 -5.2594
H -3.1516 -4.2712 -4.0056
H -0.4473 -2.0705 -5.0029
H 1.0562 -1.0445 -3.3710
H -0.4773 -3.3107 -0.2992
H -2.0840 -4.4273 -1.7998
```

Results of the Mulliken charge analysis, in e, for atoms 1 through 6: Sr 2.186; C -1.495; C 0.713; N -0.151; O -0.524; B 0.741


Entry 3:
ORCA calculation (the ωB97M-V functional and the def2-TZVPD basis) on a 4-piece molecular cluster, C18H28BClN6O4 overall.

Properties
E_LUMO = 0.09 eV
structure (SMILES) = CC(=O)N(C)CCCC[C@](Cl)(C#N)[C@@](C)(C#N)OB(O)O.CC#N.CC#N.CC#N
charge = 0
HOMO energy = -9.359 eV

```
58
C18H28BClN6O4 | the Open Molecules 2025 dataset | the ωB97M-V functional and the def2-TZVPD basis
C -2.9008 3.4500 1.2055
C -1.6190 2.9088 0.6143
O -0.8149 3.6387 0.1042
N -1.3814 1.4985 0.6384
C -1.7117 0.8667 1.9163
C -2.0662 0.8636 -0.5073
C -1.1132 0.0462 -1.3800
C -0.2114 -0.9135 -0.5984
C 1.0703 -1.2793 -1.3567
C 2.3671 -0.5226 -0.9739
Cl 1.9993 1.1454 -0.4369
C 3.1726 -0.3884 -2.2010
N 3.7890 -0.3247 -3.1657
C 3.2068 -1.2777 0.1495
C 2.2937 -2.0011 1.1471
C 4.0323 -2.3132 -0.5265
N 4.7056 -3.1180 -0.9887
O 4.0060 -0.3938 0.8813
B 5.2830 -0.0140 0.4246
O 5.4120 1.1137 -0.3385
O 6.3708 -0.7491 0.8060
H -3.7552 2.8740 0.8424
H -2.8764 3.3638 2.2936
H -2.9884 4.4992 0.9352
H -1.7122 -0.2127 1.7710
H -2.7042 1.1393 2.2993
H -0.9520 1.1190 2.6591
H -2.4974 1.6447 -1.1429
H -2.8896 0.2120 -0.1965
H -1.6902 -0.5324 -2.1087
H -0.4833 0.7392 -1.9476
H -0.0001 -0.5215 0.3941
H -0.7499 -1.8532 -0.4556
H 1.2746 -2.3514 -1.3057
H 0.8959 -1.0586 -2.4136
H 2.9123 -2.2773 2.0005
H 1.8590 -2.9079 0.7300
H 1.5180 -1.3198 1.4919
H 4.7593 1.7763 -0.0880
H 6.9120 -1.0571 0.0733
C -4.0115 -2.3412 3.2254
C -3.6897 -2.1429 1.8184
N -3.4267 -1.9713 0.7163
H -3.8155 -1.4242 3.7790
H -5.0621 -2.6047 3.3314
H -3.3978 -3.1421 3.6337
C 0.8972 5.8563 -1.5771
C -0.1115 6.8757 -1.8386
N -0.9095 7.6734 -2.0399
H 0.4147 4.9674 -1.1749
H 1.4175 5.6052 -2.4998
H 1.6189 6.2310 -0.8532
C -2.3926 -4.7590 -1.6000
C -1.1914 -4.5004 -0.8174
N -0.2514 -4.2758 -0.2010
H -3.2526 -4.8312 -0.9373
H -2.5562 -3.9417 -2.2999
H -2.2824 -5.6897 -2.1533
```

Results of the natural (NBO) charge analysis, in e, for atoms 1 through 6: C -0.742; C 0.741; O -0.555; N -0.519; C -0.421; C -0.224


Entry 4:
ORCA calculation (the ωB97M-V functional and the def2-TZVPD basis) on C18H28BeBrCl3F2KNO9S as an isolated structure at a distorted geometry.

Properties
E_LUMO = -4.70 eV
charge = 0
HOMO energy = -5.991 eV

```
65
C18H28BeBrCl3F2KNO9S | the Open Molecules 2025 dataset | the ωB97M-V functional and the def2-TZVPD basis
C -4.2646 -3.7445 2.9064
C -3.8355 -2.9872 1.7751
C -3.4419 -2.1430 0.3991
C -1.8939 -2.5931 -0.0315
C -0.7544 -2.0622 1.0222
C -0.0248 -0.6454 0.5812
C -0.9476 0.5820 1.1567
C -0.3069 1.3653 2.4617
C 1.1371 2.1204 2.0968
S 2.1123 0.8242 1.0934
O 3.4827 0.6568 1.8397
O 2.4244 1.3751 -0.3204
O 1.3462 -0.6984 1.1192
H -4.9969 -4.1330 3.7593
H -3.5555 -0.9824 0.5122
H -4.2438 -2.4728 -0.4122
H -1.7109 -2.2993 -1.1514
H -1.9077 -3.7859 -0.0096
H -1.2468 -1.9353 2.0895
H 0.0970 -2.8611 1.1088
H 0.0539 -0.4965 -0.5870
H -1.9934 0.1490 1.5277
H -1.2156 1.3643 0.2982
H -0.2323 0.7077 3.4271
H -1.0521 2.2507 2.7201
H 0.9893 3.0669 1.4207
H 1.7294 2.3471 3.0871
C 3.4859 0.2118 -5.1871
O 3.4408 -0.2285 -6.3290
N 2.9678 1.4210 -4.7746
C 3.0627 1.8706 -3.4014
C 2.3074 2.2696 -5.7445
H 3.9659 -0.3535 -4.3712
H 2.0532 2.0222 -3.0085
H 3.6127 2.8157 -3.3760
H 3.5828 1.1359 -2.7809
H 1.4627 1.7251 -6.1770
H 3.0144 2.5147 -6.5427
H 1.9504 3.1895 -5.2732
C 5.7369 1.0034 3.9625
C 5.4421 0.7999 5.4386
O 5.6310 1.8110 6.1705
O 5.0447 -0.3592 5.7443
H 6.0761 2.0240 3.7613
H 6.5192 0.3093 3.6410
H 4.8332 0.8171 3.3745
C -4.7473 3.9069 -1.1690
C -3.6173 3.6932 -0.2206
O -3.8989 2.4351 0.3492
C -4.5857 1.7561 -0.6120
O -4.7641 0.5495 -0.6025
O -5.0443 2.5917 -1.5933
F -3.6323 4.6196 0.7638
H -5.6295 4.3403 -0.6860
H -4.4655 4.5380 -2.0162
H -2.6309 3.6697 -0.6958
C -2.2687 -6.9511 0.7743
Cl -3.5390 -6.6909 1.9818
Cl -2.6628 -6.1097 -0.7345
Cl -0.6995 -6.4117 1.3958
H -2.2065 -8.0221 0.5652
K -5.6274 2.8741 -3.4979
Be 6.7981 2.3961 2.0258
F 0.0429 -8.7216 1.3690
Br 3.2409 -2.4322 -6.4138
```

Results of the Mulliken charge analysis, in e, for atoms 1 through 6: C -0.700; C -0.035; C 0.246; C 0.018; C -0.935; C 0.639


Entry 5:
ORCA calculation (the ωB97M-V functional and the def2-TZVPD basis) on a 3-piece molecular cluster, C18H28BrIN4O4P overall.

Properties
E_LUMO = 1.49 eV
charge = -1
HOMO energy = -4.321 eV

```
57
C18H28BrIN4O4P | the Open Molecules 2025 dataset | the ωB97M-V functional and the def2-TZVPD basis
C 0.7235 -2.0851 0.4238
C 1.4162 -1.1237 1.3755
P 0.4218 0.1929 2.3343
N -0.9919 -0.0166 1.2020
Br -0.5071 -1.8293 3.6883
C -0.5380 1.4252 3.4690
N -0.7427 1.1300 4.8832
C 2.0103 0.4269 3.4691
C 3.2314 0.7861 2.6252
C 4.1225 1.8803 3.1701
I 5.3970 1.2428 4.7670
H 0.3779 -1.5849 -0.4855
H 1.4108 -2.8893 0.1336
H -0.1481 -2.5360 0.9023
H 2.1703 -0.5576 0.8243
H 1.9428 -1.6955 2.1442
H 0.8587 1.3045 1.5298
H -1.7746 -0.4335 1.6971
H -1.2804 0.8921 0.8530
H -1.5229 1.5933 3.0308
H 0.0624 2.3362 3.3082
H 0.1460 1.1056 5.3686
H -1.2924 1.8596 5.3215
H 1.8263 1.2603 4.1616
H 2.1607 -0.4649 4.0812
H 3.8456 -0.1015 2.4448
H 2.8784 1.1435 1.6526
H 3.5513 2.6965 3.6122
H 4.8103 2.2836 2.4304
C -4.3359 -2.9838 -1.8336
C -3.3174 -2.4834 -1.0357
C -2.9293 -1.1559 -1.1459
C -3.5943 -0.3700 -2.0680
C -4.5986 -0.8414 -2.8937
C -4.9721 -2.1681 -2.7631
N -3.1823 1.0510 -2.1991
O -2.3761 1.4823 -1.4023
O -3.6632 1.6988 -3.1109
H -4.6328 -4.0206 -1.7387
H -2.8064 -3.1198 -0.3244
H -2.1046 -0.7474 -0.5638
H -5.0652 -0.1746 -3.6035
H -5.7599 -2.5655 -3.3898
C -0.0277 0.6346 -4.6202
C -0.2251 1.2450 -3.3889
C 0.7780 1.2211 -2.4326
C 1.9595 0.5764 -2.7470
C 2.1811 -0.0504 -3.9566
C 1.1693 -0.0117 -4.9029
N 3.0204 0.5298 -1.7090
O 2.7805 1.1182 -0.6805
O 4.0256 -0.1095 -1.9419
H -0.8159 0.6548 -5.3618
H -1.1638 1.7336 -3.1600
H 0.6537 1.6620 -1.4543
H 3.1215 -0.5518 -4.1303
H 1.3152 -0.4956 -5.8598
```

Results of the natural (NBO) charge analysis, in e, for atoms 1 through 6: C -0.611; C -0.715; P 1.333; N -1.218; Br -0.638; C -0.503


Entry 6:
ORCA calculation (the ωB97M-V functional and the def2-TZVPD basis) on one molecule with the formula C18H28N4O2S.

Properties
E_LUMO = 0.60 eV
structure (SMILES) = CCOc1ccc(NC(=S)N2CCN(CC(=O)NC(C)C)CC2)cc1
charge = 0
HOMO energy = -7.453 eV

```
53
C18H28N4O2S | the Open Molecules 2025 dataset | the ωB97M-V functional and the def2-TZVPD basis
C 7.7570 0.0904 0.1396
C 6.4006 -0.5833 0.2800
O 5.4588 0.1974 -0.4263
C 4.1511 -0.1870 -0.4211
C 3.2716 0.6413 -1.1204
C 1.9275 0.3507 -1.1685
C 1.4189 -0.7735 -0.5172
N 0.0508 -1.0396 -0.6360
C -0.7707 -1.5815 0.3053
S -0.2867 -1.8676 1.8690
N -2.0348 -1.8582 -0.0955
C -3.0461 -2.2862 0.8403
C -4.2075 -1.2789 0.8345
N -4.4938 -0.7758 -0.5048
C -4.2565 0.6370 -0.7236
C -2.8565 1.1983 -0.4042
O -1.9158 1.0721 -1.1698
N -2.7917 1.8531 0.7681
C -1.6543 2.6378 1.2541
C -1.3787 3.8023 0.3038
C -0.4119 1.7753 1.4402
C -4.0045 -1.6758 -1.5212
C -2.4751 -1.8549 -1.4786
C 2.2980 -1.6140 0.1513
C 3.6496 -1.3212 0.2057
H 8.5119 -0.4823 0.6709
H 8.0307 0.1569 -0.9099
H 7.7153 1.0954 0.5502
H 6.4381 -1.6001 -0.1366
H 6.1179 -0.6493 1.3400
H 3.6695 1.5120 -1.6170
H 1.2561 0.9990 -1.7147
H -0.4108 -0.4256 -1.2995
H -3.3991 -3.2845 0.5598
H -2.5958 -2.3453 1.8322
H -3.9656 -0.4449 1.4949
H -5.1088 -1.7709 1.2222
H -4.4449 0.8364 -1.7821
H -5.0038 1.1848 -0.1377
H -3.6403 1.9298 1.3053
H -1.9634 3.0309 2.2290
H -0.5555 4.4012 0.6824
H -2.2582 4.4358 0.2043
H -1.1107 3.4182 -0.6766
H 0.3596 2.3471 1.9483
H -0.6352 0.8934 2.0353
H -0.0264 1.4582 0.4775
H -4.2977 -1.2984 -2.5025
H -4.5074 -2.6348 -1.3677
H -2.1864 -2.7956 -1.9678
H -2.0189 -1.0292 -2.0248
H 1.9313 -2.5015 0.6390
H 4.2995 -1.9949 0.7411
```

Results of the natural (NBO) charge analysis, in e, for atoms 1 through 6: C -0.617; C -0.061; O -0.501; C 0.279; C -0.248; C -0.219


Calculated orbital gap, 0.2386 0.1976 0.3472 0.0474 0.2137 0.2961 Ha (same order as the records).